# 1
The following is a quantum chemistry calculation of a 2-piece molecular cluster, C4H8ClNS overall in a non-equilibrium geometry, from the Open Molecules 2025 dataset.

XYZ file:
```
15
Properties=species:S:1:pos:R:3:forces:R:3
Cl 3.288829 0.981658 0.289337 -0.757 -0.503 -0.150
S 1.132109 -1.664684 -0.306677 0.349 0.698 -0.279
N 1.288669 -0.117177 -0.685410 1.894 0.163 -0.359
C 0.261782 0.720713 -0.158327 -1.814 1.103 -0.438
C -0.804060 0.781182 -1.405916 0.124 -2.514 3.261
C -0.311944 -0.006203 1.085869 2.753 1.788 2.170
C -0.251825 -1.448234 0.819501 -0.986 -2.443 -1.335
H 0.695814 1.801451 0.089372 -1.079 -2.488 -0.751
H -1.153602 -1.757115 0.227548 0.572 0.221 0.408
H -0.239140 1.149030 -2.158162 1.280 1.224 -2.748
H -1.340461 -0.169594 -1.691224 1.142 0.594 0.466
H -1.253003 0.235508 1.494339 -1.417 0.751 -0.260
H -1.566284 1.406699 -1.083639 -1.345 1.612 0.342
H -0.134842 -2.247970 1.551767 -0.082 0.696 0.693
H 0.387954 0.334739 1.931629 -0.635 -0.901 -1.019
```
Positions in Å, forces in eV/Å.

- ΔE to the lowest compared entry with this formula, charge and spin (kcal/mol) = 57.3
- spin multiplicity = 1
- HOMO-LUMO gap (alpha / beta) (Ha) = 0.29552 / 0.24379
- LUMO energy (alpha / beta) (eV) = -1.291 / -1.781
- total charge = 0
- molecular weight (g mol⁻¹) = 137.64



# 2
The following is a quantum chemistry calculation of C18H22AuN7OS2 as an isolated structure in a non-equilibrium geometry, from the Open Molecules 2025 dataset.

XYZ file:
```
51
Properties=species:S:1:pos:R:3:forces:R:3
Au -1.697170 -0.342256 0.692685 0.831 0.005 0.124
S 9.010513 3.587438 0.769770 0.058 0.169 0.390
S -3.055787 -1.280188 -1.028757 -0.098 -0.450 -0.576
O 1.999644 0.036065 0.646964 2.600 1.730 0.184
N 4.299951 3.548974 2.691383 0.128 -2.374 1.053
N 9.252760 2.441580 3.235604 -0.735 1.894 -2.266
N 0.095815 -1.349837 0.480443 -0.485 0.617 0.051
N -0.874935 -2.670990 -2.029765 -2.587 0.500 0.046
N -2.838046 -2.760420 -3.227771 -0.623 -0.780 0.366
N -7.001961 -0.527985 3.790090 0.565 1.235 -0.677
N -3.352101 0.862322 1.273043 0.927 -1.141 -0.385
C 8.506424 3.163650 2.311579 3.629 -3.163 1.399
C 6.491897 4.403203 2.415659 -2.916 3.423 -1.401
C 6.281721 2.035020 2.907287 -0.161 2.554 -1.008
C -4.861444 -2.801502 -4.772866 -0.378 1.565 -1.016
C 1.054544 -0.595105 0.556725 -2.634 -2.054 -0.163
C -4.522023 2.916822 1.499174 1.423 0.109 -1.426
C -5.436600 2.298875 2.294172 -1.117 0.298 -0.293
C -4.251200 0.286837 2.046321 -0.651 -0.088 1.508
C -3.474695 2.118476 0.947255 -0.566 3.380 0.147
C -4.341722 -2.691521 -3.371265 0.793 1.500 -0.038
C 7.114016 3.237342 2.504379 -2.344 -3.126 1.826
C 5.035594 4.546332 2.407025 2.151 0.032 1.000
C -2.175238 -2.279124 -2.150957 0.937 -1.396 -0.455
C -0.150642 -3.219812 -3.225721 -1.278 0.658 1.169
C -5.330042 0.964856 2.607151 1.549 0.298 -1.705
C -0.150967 -4.699478 -3.400124 0.745 -1.403 -0.416
C -6.332161 0.256637 3.258001 -1.536 -2.495 1.843
C 4.944781 2.334636 3.026494 -1.516 0.062 -1.519
H -4.637451 -1.686052 -2.993873 0.275 -0.720 -0.162
H 0.828716 -5.156986 -3.684475 -0.583 0.633 0.643
H -4.044096 -0.708922 2.340535 -0.112 -0.978 -0.012
H -0.572699 -5.196512 -2.552818 0.215 -0.400 0.873
H -4.484692 -1.939517 -5.411812 -0.437 -1.177 0.628
H 4.533037 5.500859 2.310751 0.343 0.173 -0.437
H -6.364403 2.778014 2.512950 -0.270 0.611 0.605
H -4.884727 -3.417686 -2.799877 0.353 -0.612 0.875
H -2.369511 -3.599570 -3.628046 -0.821 0.983 0.228
H 10.235615 2.204685 3.133967 -0.174 0.286 -0.489
H -4.658561 3.980446 1.220601 0.328 -0.912 0.135
H 8.974844 2.491413 4.190220 -0.667 -0.156 0.673
H -0.592251 -2.741106 -4.088007 0.172 0.422 -0.148
H -0.520748 -2.614213 -1.062853 0.558 0.239 -0.871
H -2.722671 2.594450 0.292123 -0.502 -0.560 0.359
H 6.609602 1.002006 2.879829 0.313 0.280 0.309
H 4.140494 1.586764 3.126785 1.023 -0.053 0.461
H -4.692344 -3.751970 -5.281664 0.080 0.060 0.166
H -5.960912 -2.653595 -4.637238 0.739 -0.232 -0.490
H 0.778249 -2.806191 -3.027829 2.174 0.437 -0.296
H -0.781472 -5.040931 -4.193701 -0.627 0.109 -0.821
H 6.945052 5.353766 2.200452 0.907 0.004 0.008
```
Positions in Å, forces in eV/Å.

- ΔE to the lowest compared entry with this formula, charge and spin (kcal/mol) = 19.7
- spin multiplicity = 3
- HOMO-LUMO gap (alpha / beta) (Ha) = 0.25018 / 0.18991
- LUMO energy (alpha / beta) (eV) = -6.656 / -9.006
- total charge = +2
- ⟨S²⟩ = 2.01
- molecular weight (g mol⁻¹) = 613.52



# 3
The following is a quantum chemistry calculation of C23H46ClFInN3O4P as an isolated structure in a non-equilibrium geometry, from the Open Molecules 2025 dataset.

XYZ file:
```
80
Properties=species:S:1:pos:R:3:forces:R:3
In -2.760563 2.483991 2.573447 0.441 -0.276 0.122
Cl 0.348702 2.705390 3.594361 0.214 -0.054 -0.152
P -4.616728 4.175322 2.278677 0.285 -0.390 -0.779
F -2.848409 1.869133 4.507949 -0.063 -0.042 -0.358
O 0.738032 2.120118 -3.620524 0.597 0.449 -0.215
O 2.055796 -2.059285 0.115436 -0.312 -0.132 -0.523
O -6.042557 3.470301 2.674477 0.114 0.823 0.604
O -4.516977 5.418453 3.333887 -0.570 -0.558 0.337
N -4.613080 4.680283 0.800131 0.218 -0.140 0.071
N 1.507222 -2.787378 1.023256 1.529 1.114 0.326
N 0.767187 0.874057 -3.936491 -1.377 0.810 0.944
C 0.843800 0.035016 -2.702312 0.861 -1.426 0.374
C -0.705836 3.251916 2.222987 -0.886 0.118 0.190
C 1.413315 -1.361699 -3.025960 -0.061 -0.186 -0.158
C 2.903567 -2.530915 3.574586 -0.059 -0.013 -0.082
C -0.059760 5.613478 3.081739 -1.013 0.067 -0.400
C 0.205231 -0.732128 1.470723 0.278 0.255 -0.438
C 1.992333 -1.419658 3.054289 0.579 -0.151 0.031
C 1.825064 0.640861 -1.705953 0.070 0.506 0.069
C 3.502870 -3.328922 2.416298 0.071 0.467 0.254
C -0.524297 -0.105933 -2.037776 -0.497 0.221 -0.174
C -0.173676 -2.682297 2.869040 0.069 -0.254 0.137
C -0.323032 0.579603 -4.908918 -0.093 -0.934 -1.296
C -3.074844 0.741059 1.248484 -0.122 0.927 0.545
C -0.621523 4.761497 1.943335 0.798 -0.234 0.486
C 0.918173 -1.921693 2.091010 -1.421 -0.062 0.901
C -1.673680 0.435655 -4.206114 -0.154 -0.010 0.484
C -0.008798 -0.700260 -5.709265 0.030 -0.214 0.097
C -3.196188 -0.238902 0.553222 0.138 0.261 0.585
C 2.452386 -3.860231 1.440146 -0.197 -1.588 0.359
C 1.690798 -5.038834 2.080407 -0.127 0.014 0.185
C 3.151101 -4.446937 0.217647 0.099 0.284 -0.369
C -1.631320 -0.510505 -3.007351 0.067 0.009 -0.058
C -0.411142 1.692096 -5.948464 0.102 0.447 0.125
H 1.939298 -0.033617 -0.858061 -0.048 -0.071 -0.205
H 2.608887 -0.669114 2.549837 -0.055 -0.022 -0.110
H -0.543522 -1.052472 0.750111 -0.043 -0.021 0.082
H 1.511683 -0.909241 3.890053 -0.136 0.024 -0.070
H -1.144249 1.423316 -6.708585 -0.021 -0.151 0.015
H -0.303987 -0.156054 2.239396 -0.037 -0.097 0.147
H -0.804349 0.843415 -1.571019 0.065 0.040 -0.019
H 2.807250 0.786046 -2.160808 -0.015 0.025 -0.051
H 3.709360 -2.092188 4.166904 -0.005 -0.014 0.014
H 3.768192 -5.292271 0.520856 -0.055 -0.038 0.136
H -1.493875 -1.544708 -3.339626 0.033 0.018 -0.023
H 2.354910 -3.191460 4.252037 -0.017 -0.008 -0.029
H 2.268801 -1.287557 -3.700335 -0.026 0.040 -0.048
H 0.550078 1.844678 -6.442840 0.016 -0.001 0.034
H 0.052935 4.898914 1.109511 0.130 0.153 -0.481
H 1.481812 1.597990 -1.316328 -0.010 0.058 -0.154
H -2.010567 1.418550 -3.862817 0.126 0.045 0.004
H -0.412161 5.287131 4.046580 0.003 -0.222 0.388
H 1.403389 -4.863433 3.114131 -0.048 0.061 -0.058
H -0.177217 -1.618293 -5.151910 0.067 0.053 0.040
H 2.319834 -5.929345 2.093217 0.109 0.057 -0.098
H 0.684802 -2.040754 -3.465309 0.002 0.065 -0.071
H -3.778857 5.945247 3.019308 0.120 0.358 -0.066
H -0.774189 -1.980602 3.446214 0.040 0.137 -0.097
H -5.485465 4.491909 0.328713 -0.155 0.288 -0.264
H -6.025627 2.595371 2.287667 -0.086 -0.444 -0.069
H 0.215743 -3.402139 3.586876 0.014 -0.014 -0.078
H -2.418381 0.088299 -4.926760 0.076 0.021 -0.118
H 0.892034 -0.049751 0.970846 -0.002 -0.103 -0.008
H -0.655183 -0.760870 -6.585398 -0.048 0.149 0.000
H -0.327404 2.739437 1.356548 0.200 -0.395 -0.233
H 0.793736 -5.279029 1.508545 -0.018 0.048 -0.003
H 2.425445 -4.802559 -0.515956 -0.020 0.029 0.002
H -0.436748 6.617216 2.946552 0.163 0.539 -0.029
H -1.576738 5.158743 1.628336 -0.427 -0.071 -0.097
H 4.086396 -4.166887 2.805837 -0.048 -0.097 -0.093
H -0.845563 -3.204255 2.186033 0.022 -0.002 -0.028
H 1.755188 -1.845100 -2.110836 -0.037 0.176 0.034
H 1.023858 -0.695078 -6.061237 0.021 0.015 0.045
H -0.727011 2.638731 -5.514429 0.113 -0.027 0.079
H -0.456789 -0.834745 -1.230087 0.171 0.015 -0.079
H 4.206012 -2.686394 1.876598 -0.091 0.017 -0.103
H 3.806012 -3.726931 -0.269776 -0.120 0.070 -0.009
H -2.591206 -0.482833 -2.488354 0.002 0.014 0.015
H -3.199129 -1.216317 0.194169 -0.154 -0.839 -0.719
H 1.009386 5.616349 3.049180 0.626 0.014 0.250
```
Positions in Å, forces in eV/Å.

- spin multiplicity = 3
- HOMO-LUMO gap (alpha / beta) (Ha) = 0.27088 / 0.26000
- LUMO energy (alpha / beta) (eV) = 2.307 / 2.010
- total charge = -1
- ⟨S²⟩ = 2.01
- molecular weight (g mol⁻¹) = 628.88